Entry 1:
6 unconnected molecules or ions with the total composition C46H99BF4N4O2. Source: OMol25; level of theory: wB97M-V/def2-TZVPD.

- Charge: +2
- LUMO energy: -0.11969 Eh

Element x y z (Å)
C 13.796 17.776 17.330
C 14.425 17.898 15.890
C 13.397 18.120 14.769
C 14.134 18.803 13.651
N 13.326 19.137 12.399
C 12.660 17.904 11.815
C 13.135 17.747 10.339
C 13.814 19.110 10.015
C 14.367 19.578 11.328
C 12.247 20.169 12.708
C 11.408 20.659 11.552
C 10.202 21.449 12.060
H 14.510 17.414 18.091
H 12.934 17.064 17.220
H 13.443 18.753 17.651
H 15.090 17.112 15.681
H 15.055 18.768 15.894
H 12.538 18.741 15.032
H 12.947 17.129 14.448
H 15.010 18.271 13.324
H 14.533 19.767 13.951
H 11.563 17.883 11.830
H 12.953 17.035 12.419
H 12.276 17.529 9.707
H 13.861 16.979 10.167
H 13.139 19.909 9.652
H 14.580 18.892 9.280
H 14.495 20.657 11.365
H 15.341 19.145 11.491
H 12.820 21.037 13.148
H 11.655 19.619 13.403
H 11.030 19.807 11.015
H 12.002 21.352 10.926
H 10.597 22.328 12.580
H 9.587 20.809 12.730
H 9.505 21.793 11.260
C 20.338 15.305 7.727
C 18.823 15.287 7.905
C 18.392 13.929 8.397
C 17.042 14.087 8.982
N 16.421 12.752 9.512
C 15.027 13.077 9.922
C 14.616 12.096 11.046
C 15.939 11.753 11.666
C 17.039 12.455 10.838
C 16.439 11.572 8.559
C 15.881 11.921 7.217
C 15.712 10.746 6.324
H 20.757 14.374 7.297
H 20.877 15.442 8.643
H 20.626 16.087 7.011
H 18.350 15.514 6.894
H 18.481 16.039 8.615
H 19.079 13.581 9.170
H 18.488 13.321 7.520
H 16.344 14.477 8.248
H 16.986 14.778 9.850
H 14.424 13.126 9.006
H 15.079 14.114 10.351
H 14.182 11.232 10.615
H 13.944 12.597 11.732
H 16.067 10.680 11.653
H 15.958 12.120 12.713
H 17.968 11.819 10.719
H 17.396 13.414 11.273
H 15.882 10.775 9.094
H 17.488 11.320 8.403
H 16.427 12.639 6.641
H 14.897 12.429 7.289
H 15.337 11.012 5.305
H 14.968 10.025 6.603
H 16.611 10.212 6.102
C 12.354 8.365 16.695
C 11.603 9.682 16.607
C 10.917 9.740 15.301
C 9.970 10.914 15.104
N 9.487 11.115 13.741
C 10.630 11.654 12.891
C 9.986 12.455 11.728
C 8.677 12.934 12.327
C 8.407 12.204 13.670
C 8.906 9.775 13.177
C 8.005 9.814 11.996
C 7.900 8.394 11.371
H 11.650 7.486 16.679
H 12.952 8.285 17.623
H 13.089 8.171 15.907
H 12.248 10.533 16.595
H 10.938 9.786 17.482
H 10.290 8.856 15.163
H 11.717 9.661 14.566
H 10.487 11.862 15.325
H 9.093 10.851 15.715
H 11.375 10.847 12.656
H 11.199 12.423 13.409
H 9.905 11.754 10.886
H 10.711 13.214 11.446
H 7.802 12.727 11.708
H 8.807 13.991 12.486
H 7.492 11.719 13.667
H 8.576 12.874 14.514
H 8.510 9.245 14.058
H 9.804 9.183 12.931
H 8.339 10.528 11.264
H 7.040 10.171 12.352
H 8.845 8.183 10.888
H 7.128 8.307 10.586
H 7.695 7.614 12.128
C 10.269 12.525 19.725
C 9.870 13.856 20.455
C 8.977 14.840 19.699
C 9.813 15.501 18.651
N 9.150 16.566 17.814
C 8.120 15.982 16.904
C 8.127 16.922 15.694
C 9.202 17.896 15.862
C 10.121 17.243 16.857
C 8.443 17.532 18.758
C 9.315 18.412 19.620
C 8.509 19.032 20.704
H 10.784 11.902 20.471
H 11.029 12.718 18.978
H 9.455 11.944 19.250
H 10.818 14.316 20.780
H 9.298 13.610 21.391
H 8.579 15.575 20.381
H 8.207 14.220 19.293
H 10.142 14.654 18.030
H 10.720 15.890 19.213
H 7.188 15.808 17.434
H 8.509 15.044 16.586
H 7.154 17.343 15.468
H 8.342 16.363 14.794
H 8.846 18.867 16.146
H 9.676 18.098 14.840
H 10.831 17.910 17.343
H 10.537 16.410 16.273
H 7.790 16.919 19.315
H 7.748 17.983 18.072
H 9.906 19.121 18.994
H 10.195 17.784 20.064
H 8.991 19.816 21.312
H 7.994 18.261 21.305
H 7.714 19.577 20.238
B 16.281 15.647 12.746
F 15.454 14.443 12.508
F 16.179 16.078 14.083
F 17.593 15.373 12.356
F 15.726 16.706 11.861
C 12.643 14.494 15.145
C 11.243 14.746 14.636
O 11.022 15.508 13.655
O 10.386 14.059 15.211
H 13.512 14.809 14.554
H 12.746 13.441 15.314
H 12.837 14.905 16.145



Entry 2:
A molecular structure, C47H100CdNO22Zn. Source: OMol25; level of theory: wB97M-V/def2-TZVPD.

- Charge: -1
- LUMO energy: -0.09613 Eh

Element x y z (Å)
Zn -1.074 -4.752 -1.432
Cd 2.026 5.653 2.886
C -5.567 -4.236 -5.471
C -5.922 -5.718 -5.390
C -6.697 -5.998 -6.708
C -6.910 -7.427 -7.104
C -5.576 -8.182 -7.130
C -4.755 -7.981 -5.841
N -4.728 -6.597 -5.301
O -3.991 -6.391 -4.055
C -3.327 -8.443 -6.272
C -5.349 -8.981 -4.815
C -6.880 -5.815 -4.166
H -6.437 -3.582 -5.415
H -5.023 -4.061 -6.399
H -4.892 -3.921 -4.675
H -6.279 -5.438 -7.544
H -7.669 -5.506 -6.694
H -7.441 -7.500 -8.053
H -7.559 -7.822 -6.322
H -4.977 -7.790 -7.953
H -5.794 -9.232 -7.324
H -2.595 -8.461 -5.464
H -2.944 -7.752 -7.022
H -3.372 -9.462 -6.656
H -6.411 -8.818 -4.635
H -4.805 -8.978 -3.870
H -5.187 -10.025 -5.085
H -7.786 -5.245 -4.369
H -6.356 -5.404 -3.304
H -7.225 -6.812 -3.889
C 1.430 -0.234 2.061
C 0.694 -1.000 1.198
C -0.532 -0.385 0.511
O -1.391 -1.105 -0.171
C -0.820 0.958 0.584
C 0.064 1.838 1.285
C 1.195 1.220 2.158
O 1.904 2.069 2.787
O 0.047 3.083 1.276
O 1.038 -2.233 1.041
H 2.283 -0.739 2.491
H -1.697 1.358 0.095
C 1.885 9.682 -1.426
C 2.304 8.665 -0.449
C 3.555 7.710 -0.772
O 3.783 6.817 0.040
C 4.237 7.985 -1.982
C 3.798 8.922 -2.829
C 2.517 9.762 -2.574
O 2.063 10.597 -3.455
O 4.550 9.081 -3.917
O 1.778 8.443 0.650
H 1.041 10.307 -1.174
H 5.200 7.532 -2.165
C 5.620 1.528 -2.972
C 4.431 0.742 -2.444
O 4.452 -0.580 -2.750
H 5.455 1.520 -4.049
H 6.574 1.059 -2.730
H 5.682 2.593 -2.752
H 3.463 1.133 -2.759
H 4.518 0.772 -1.358
H 5.256 -0.958 -2.387
C -9.706 0.696 -0.070
C -8.492 -0.226 -0.330
O -7.299 0.460 -0.313
H -9.703 1.020 0.970
H -10.626 0.172 -0.332
H -9.544 1.581 -0.686
H -8.505 -0.597 -1.355
H -8.430 -1.091 0.330
H -6.570 -0.164 -0.331
C 8.140 -0.869 6.386
C 7.425 0.160 5.551
O 6.187 0.424 6.069
H 7.604 -1.805 6.543
H 8.355 -0.440 7.365
H 9.132 -1.039 5.967
H 7.357 -0.260 4.548
H 7.998 1.075 5.400
H 5.648 0.723 5.334
C -2.269 7.260 5.740
C -0.843 6.983 6.144
O -0.452 5.837 5.455
H -2.963 6.559 6.204
H -2.402 7.139 4.665
H -2.606 8.261 6.009
H -0.656 6.902 7.214
H -0.232 7.824 5.816
H -0.939 5.105 5.841
C 5.307 5.789 7.345
C 5.505 5.930 5.802
O 4.340 6.650 5.363
H 4.324 5.345 7.500
H 5.370 6.759 7.839
H 6.100 5.155 7.741
H 5.538 4.931 5.367
H 6.410 6.472 5.528
H 4.524 7.533 5.692
C 9.859 2.636 1.097
C 8.851 3.769 0.896
O 7.601 3.172 1.346
H 10.802 2.841 0.590
H 9.443 1.713 0.693
H 9.981 2.431 2.161
H 8.829 4.090 -0.145
H 9.051 4.632 1.530
H 6.842 3.691 1.071
C 6.890 -3.406 0.962
C 8.190 -3.587 0.091
O 7.771 -3.304 -1.251
H 6.135 -4.092 0.578
H 6.501 -2.393 0.854
H 7.023 -3.511 2.039
H 8.567 -4.601 0.224
H 8.999 -2.917 0.382
H 8.434 -3.716 -1.810
C -3.160 7.344 -3.583
C -2.902 6.513 -2.312
O -1.672 5.862 -2.523
H -2.427 8.149 -3.624
H -4.203 7.651 -3.659
H -2.985 6.732 -4.468
H -3.655 5.732 -2.200
H -2.865 7.123 -1.410
H -1.573 5.271 -1.773
C -4.736 2.247 -4.950
C -6.121 2.864 -4.890
O -6.125 3.949 -5.795
H -4.605 1.407 -4.268
H -3.953 2.977 -4.745
H -4.545 1.825 -5.937
H -6.321 3.167 -3.862
H -6.836 2.166 -5.326
H -6.926 4.460 -5.657
C 2.983 -5.035 8.089
C 3.329 -4.487 6.734
O 2.283 -4.895 5.811
H 3.707 -4.671 8.818
H 2.957 -6.119 8.198
H 2.007 -4.643 8.374
H 4.264 -4.918 6.375
H 3.458 -3.405 6.757
H 2.317 -4.293 5.064
C -5.335 -7.239 1.288
C -4.491 -5.966 1.491
O -3.165 -6.084 1.130
H -5.369 -7.569 0.249
H -6.357 -7.098 1.637
H -4.922 -8.060 1.873
H -4.442 -5.715 2.551
H -4.900 -5.096 0.978
H -2.732 -6.446 1.907
C 0.304 -1.253 -5.789
C 0.340 -2.746 -5.608
O 0.660 -2.944 -4.254
H 0.150 -0.980 -6.833
H 1.272 -0.778 -5.632
H -0.515 -0.709 -5.318
H 1.112 -3.151 -6.262
H -0.651 -3.178 -5.750
H 1.446 -2.404 -4.143
C -1.295 -0.484 6.784
C -0.934 0.855 7.414
O -1.817 1.804 6.885
H -2.357 -0.614 6.992
H -0.787 -1.308 7.284
H -1.042 -0.639 5.735
H 0.082 1.134 7.133
H -0.954 0.857 8.504
H -2.670 1.673 7.305